Run a
Computed, not measured: a 11-piece molecular cluster, C46H98F10N11O24S10 overall, with ωB97M-V/def2-TZVPD.

Atoms and positions in Å:
C 10.100 1.505 -24.599
C 8.699 1.082 -25.174
O 8.485 0.898 -26.349
N 7.614 1.015 -24.081
H 7.968 0.727 -23.180
H 7.192 1.882 -23.781
C 6.522 -0.044 -24.332
H 10.001 2.387 -23.966
H 10.765 1.760 -25.424
H 10.502 0.713 -23.967
H 5.891 0.327 -25.139
H 5.990 -0.212 -23.395
H 7.041 -0.945 -24.659
C -0.294 -6.601 -22.561
C -1.581 -6.265 -21.744
C -2.288 -7.577 -21.348
C -3.311 -7.497 -20.248
C -2.528 -7.074 -19.091
C -2.005 -5.608 -19.060
N -1.293 -5.449 -20.404
O -0.441 -4.371 -20.610
C -0.907 -5.305 -17.944
C -3.110 -4.528 -18.959
C -2.559 -5.447 -22.573
H -0.486 -6.837 -23.608
H 0.202 -7.483 -22.157
H 0.372 -5.749 -22.426
H -1.557 -8.341 -21.080
H -2.787 -7.967 -22.234
H -3.666 -8.527 -20.275
H -4.101 -6.818 -20.567
H -1.703 -7.770 -18.939
H -3.226 -7.277 -18.280
H -0.579 -4.266 -17.902
H 0.003 -5.895 -18.051
H -1.247 -5.580 -16.946
H -3.643 -4.695 -18.023
H -3.851 -4.577 -19.757
H -2.762 -3.500 -19.060
H -2.760 -5.888 -23.549
H -2.197 -4.437 -22.766
H -3.516 -5.280 -22.079
C 5.718 -3.819 -17.546
C 5.493 -2.661 -18.609
C 6.167 -3.050 -19.912
C 5.806 -2.232 -21.144
C 4.218 -2.344 -21.320
C 3.464 -1.798 -20.064
N 4.018 -2.437 -18.847
O 3.250 -2.542 -17.736
C 1.959 -2.233 -20.196
C 3.737 -0.256 -20.038
C 6.160 -1.392 -17.997
H 6.790 -3.970 -17.417
H 5.370 -4.750 -17.994
H 5.164 -3.512 -16.659
H 5.720 -4.034 -20.046
H 7.208 -3.280 -19.686
H 6.350 -2.651 -21.991
H 6.167 -1.207 -21.067
H 3.848 -3.350 -21.520
H 3.964 -1.813 -22.238
H 1.592 -2.128 -21.217
H 1.320 -1.744 -19.461
H 1.920 -3.304 -19.995
H 4.775 0.064 -20.125
H 3.418 0.249 -19.126
H 3.230 0.106 -20.933
H 6.085 -0.481 -18.590
H 7.248 -1.437 -17.948
H 5.767 -1.217 -16.996
C 9.255 -5.789 -25.876
C 8.306 -5.993 -24.708
C 7.381 -7.158 -25.081
C 6.691 -7.681 -23.832
C 7.737 -8.132 -22.794
C 8.736 -7.108 -22.189
N 9.169 -6.268 -23.401
O 10.228 -5.443 -23.104
C 9.981 -7.752 -21.613
C 7.879 -6.236 -21.253
C 7.561 -4.694 -24.388
H 9.825 -6.705 -26.034
H 9.910 -4.990 -25.530
H 8.837 -5.425 -26.815
H 8.006 -7.900 -25.578
H 6.624 -6.923 -25.829
H 6.085 -8.571 -24.003
H 6.021 -6.891 -23.493
H 8.429 -8.842 -23.246
H 7.305 -8.698 -21.969
H 10.655 -7.042 -21.132
H 10.454 -8.278 -22.442
H 9.864 -8.495 -20.824
H 6.942 -5.738 -21.505
H 8.431 -5.417 -20.791
H 7.604 -6.802 -20.363
H 8.236 -3.841 -24.468
H 7.104 -4.567 -23.407
H 6.789 -4.457 -25.119
C 5.433 -6.603 -15.043
C 6.520 -5.926 -14.189
C 7.906 -6.798 -14.094
N 8.962 -6.082 -13.176
C 8.515 -6.301 -11.715
C 9.216 -4.582 -13.425
C 10.157 -4.595 -14.646
C 11.132 -5.723 -14.267
C 10.403 -6.641 -13.328
H 4.537 -5.986 -15.117
H 5.289 -7.574 -14.571
H 5.849 -6.800 -16.032
H 6.101 -5.557 -13.253
H 6.810 -5.002 -14.690
H 8.388 -6.965 -15.057
H 7.645 -7.779 -13.696
H 9.379 -6.101 -11.081
H 8.228 -7.343 -11.577
H 7.733 -5.555 -11.572
H 9.773 -4.320 -12.525
H 8.257 -4.063 -13.439
H 10.601 -3.606 -14.757
H 9.704 -4.931 -15.579
H 12.069 -5.309 -13.894
H 11.389 -6.202 -15.211
H 11.011 -6.646 -12.424
H 10.326 -7.687 -13.628
C 5.009 2.542 -17.409
C 4.544 1.988 -16.047
C 3.124 2.390 -15.685
N 2.432 1.427 -14.669
C 3.025 1.628 -13.221
C 0.952 1.597 -14.729
C 0.332 0.443 -13.937
C 1.322 -0.684 -14.307
C 2.503 -0.058 -15.075
H 5.358 3.575 -17.427
H 4.301 2.257 -18.186
H 5.881 1.924 -17.623
H 5.198 2.373 -15.265
H 4.698 0.912 -16.124
H 2.489 2.348 -16.570
H 3.016 3.388 -15.260
H 4.012 1.166 -13.211
H 2.511 1.152 -12.386
H 3.098 2.698 -13.024
H 0.764 2.579 -14.294
H 0.608 1.493 -15.758
H 0.489 0.682 -12.885
H -0.693 0.306 -14.283
H 1.633 -1.292 -13.457
H 0.716 -1.374 -14.894
H 3.451 -0.505 -14.775
H 2.407 -0.069 -16.161
N 3.508 -5.390 -20.053
S 3.725 -6.585 -21.182
O 2.577 -7.271 -21.721
O 4.876 -7.480 -21.035
F 4.126 -5.638 -22.400
S 3.268 -6.378 -18.898
O 4.402 -7.048 -18.281
O 1.970 -7.052 -18.868
F 2.992 -5.214 -17.784
N 0.926 0.539 -18.426
S 0.503 1.458 -19.831
O -0.416 2.563 -19.642
O 0.566 0.734 -21.110
F 1.881 2.305 -19.790
S -0.417 0.062 -18.221
O -0.982 -0.767 -19.273
O -1.411 0.813 -17.463
F 0.044 -0.958 -17.101
N 6.256 -0.618 -14.355
S 5.643 -1.973 -13.494
O 6.551 -2.597 -12.574
O 4.817 -2.873 -14.267
F 4.428 -1.377 -12.626
S 7.512 -1.302 -14.672
O 7.529 -2.614 -15.424
O 8.664 -1.007 -13.775
F 7.878 -0.273 -15.851
N 6.447 3.184 -23.136
S 5.007 3.196 -22.263
O 3.868 3.693 -22.976
O 5.045 3.319 -20.802
F 4.991 1.613 -22.543
S 6.514 4.713 -23.255
O 6.852 5.509 -22.055
O 5.765 5.365 -24.352
F 7.935 4.635 -23.899
N 8.830 -0.425 -22.119
S 9.622 -1.683 -22.285
O 8.948 -2.979 -21.930
O 11.081 -1.632 -22.044
F 9.674 -1.705 -23.961
S 9.191 -0.074 -20.537
O 10.185 0.996 -20.356
O 9.281 -1.245 -19.681
F 7.793 0.601 -20.025

Charge   +1
Gap between HOMO and LUMO   4.736 eV
E_LUMO   -6.0 eV

Atomic partial charges in e from the Mulliken method, atoms 1 to 8: number 1, C, carries -1.02; number 2, C, carries 0.78; number 3, O, carries -0.49; number 4, N, carries 0.78; number 5, H, carries 0.28; number 6, H, carries 0.73; number 7, C, carries -0.72; number 8, H, carries 0.32

Run b
Computed, not measured: a 11-piece molecular cluster, C46H98F10N11O24S10 overall, with ωB97M-V/def2-TZVPD.

Atoms and positions in Å:
C -1.691 3.548 -1.578
C -1.572 3.499 -3.081
O -1.143 2.523 -3.688
N -2.080 4.813 -3.812
H -3.076 4.916 -3.678
H -1.644 5.659 -3.473
C -1.992 4.714 -5.357
H -0.932 4.282 -1.307
H -1.312 2.560 -1.319
H -2.670 3.791 -1.163
H -2.718 5.490 -5.599
H -2.348 3.731 -5.667
H -0.984 4.999 -5.657
C -2.824 -3.830 4.834
C -2.934 -4.051 3.326
C -2.039 -5.206 2.820
C -2.450 -6.564 3.207
C -3.900 -6.833 2.750
C -4.954 -5.863 3.292
N -4.443 -4.403 3.068
O -5.328 -3.362 2.745
C -5.296 -6.205 4.782
C -6.126 -6.059 2.354
C -2.588 -2.742 2.559
H -3.332 -4.669 5.310
H -3.349 -3.052 5.387
H -1.802 -3.832 5.213
H -1.087 -4.990 3.305
H -1.845 -5.125 1.750
H -2.287 -6.815 4.255
H -1.784 -7.232 2.661
H -4.054 -7.884 2.994
H -3.842 -6.882 1.663
H -5.971 -7.037 4.586
H -5.900 -5.432 5.257
H -4.409 -6.446 5.369
H -6.444 -7.101 2.325
H -5.902 -5.750 1.333
H -7.004 -5.530 2.724
H -2.495 -2.799 1.474
H -1.637 -2.314 2.876
H -3.316 -1.981 2.840
C -6.579 0.370 -2.634
C -6.786 0.848 -1.104
C -7.381 -0.312 -0.254
C -7.079 -0.377 1.238
C -5.571 -0.344 1.528
C -4.883 0.912 0.887
N -5.340 1.113 -0.523
O -4.613 2.124 -1.245
C -3.365 0.676 0.966
C -5.446 2.105 1.703
C -7.603 2.122 -0.976
H -7.537 -0.049 -2.944
H -5.745 -0.278 -2.902
H -6.554 1.272 -3.246
H -6.938 -1.230 -0.641
H -8.458 -0.402 -0.396
H -7.575 -1.272 1.613
H -7.575 0.345 1.887
H -5.071 -1.224 1.123
H -5.331 -0.471 2.584
H -3.020 0.368 1.952
H -2.692 1.475 0.654
H -3.039 -0.116 0.292
H -4.914 3.038 1.516
H -5.429 1.830 2.757
H -6.470 2.279 1.373
H -8.060 2.250 0.006
H -8.468 2.174 -1.637
H -7.037 3.051 -1.044
C 4.187 4.491 -0.453
C 3.448 5.305 -1.602
C 4.147 6.689 -1.840
C 3.743 7.421 -3.112
C 3.913 6.588 -4.391
C 3.199 5.248 -4.325
N 3.437 4.550 -2.944
O 2.979 3.251 -2.906
C 3.719 4.294 -5.409
C 1.688 5.437 -4.573
C 1.995 5.579 -1.101
H 4.984 3.873 -0.865
H 3.497 3.804 0.038
H 4.599 5.161 0.302
H 5.231 6.574 -1.850
H 4.052 7.235 -0.901
H 4.327 8.341 -3.132
H 2.711 7.763 -3.034
H 4.973 6.335 -4.381
H 3.668 7.162 -5.285
H 3.130 3.379 -5.465
H 4.682 3.885 -5.102
H 3.743 4.834 -6.356
H 1.335 6.212 -3.893
H 1.051 4.556 -4.491
H 1.640 5.856 -5.579
H 1.461 4.636 -0.982
H 1.403 6.238 -1.735
H 1.886 6.125 -0.165
C 5.252 -3.534 -3.953
C 4.089 -2.775 -3.281
C 2.769 -2.775 -4.109
N 1.613 -2.019 -3.398
C 1.296 -2.515 -1.971
C 0.279 -2.203 -4.286
C -0.076 -0.781 -4.549
C 0.633 0.216 -3.629
C 1.934 -0.506 -3.330
H 5.390 -4.452 -3.381
H 6.211 -3.047 -3.773
H 5.109 -3.683 -5.023
H 4.384 -1.762 -3.006
H 4.005 -3.239 -2.299
H 2.563 -3.828 -4.301
H 2.803 -2.310 -5.094
H 2.228 -2.395 -1.418
H 1.000 -3.564 -1.971
H 0.660 -1.794 -1.457
H -0.500 -2.766 -3.773
H 0.492 -2.806 -5.168
H -1.149 -0.598 -4.499
H 0.171 -0.535 -5.582
H 0.133 0.430 -2.684
H 0.717 1.132 -4.213
H 2.489 -0.312 -2.412
H 2.577 -0.252 -4.172
C 6.874 0.029 2.191
C 6.263 -1.392 2.389
C 4.768 -1.214 2.843
N 4.040 -2.503 3.309
C 4.823 -3.367 4.303
C 2.628 -2.306 3.897
C 1.692 -3.563 3.585
C 2.470 -4.320 2.484
C 3.594 -3.288 2.042
H 6.249 0.556 1.471
H 7.873 0.045 1.756
H 7.028 0.609 3.100
H 6.921 -1.871 3.114
H 6.231 -2.082 1.546
H 4.090 -0.649 2.203
H 4.959 -0.657 3.760
H 5.053 -2.747 5.170
H 5.696 -3.686 3.734
H 4.286 -4.233 4.690
H 2.919 -2.119 4.931
H 2.177 -1.381 3.538
H 1.714 -4.188 4.477
H 0.676 -3.330 3.265
H 2.810 -5.280 2.873
H 1.817 -4.577 1.649
H 4.436 -3.779 1.555
H 3.304 -2.601 1.247
N 0.046 4.894 3.575
S -0.773 6.006 2.538
O -2.062 5.674 1.991
O 0.027 7.058 1.900
F -1.285 6.921 3.819
S 0.669 4.226 2.444
O 1.865 4.829 1.886
O -0.103 3.421 1.506
F 1.263 3.034 3.429
N -4.383 -2.192 -1.375
S -4.518 -3.845 -1.194
O -3.529 -4.516 -0.381
O -5.106 -4.660 -2.262
F -5.675 -3.712 -0.107
S -3.129 -2.348 -2.099
O -3.047 -2.985 -3.397
O -1.874 -2.394 -1.274
F -3.107 -0.789 -2.516
N 6.293 1.820 -4.822
S 7.148 2.897 -3.781
O 8.183 2.529 -2.861
O 6.372 4.071 -3.380
F 8.068 3.495 -4.998
S 6.089 0.785 -3.794
O 5.013 1.055 -2.885
O 7.286 -0.058 -3.408
F 5.398 -0.233 -4.890
N 2.163 -0.550 0.278
S 0.586 -0.080 0.827
O -0.305 0.628 -0.104
O 0.503 0.268 2.261
F -0.005 -1.539 0.821
S 2.624 0.843 0.246
O 2.903 1.512 1.465
O 2.296 1.614 -0.899
F 4.203 0.457 -0.170
N 0.645 -0.083 7.438
S -0.158 -0.956 6.510
O -1.616 -0.932 6.621
O 0.397 -2.217 5.986
F 0.160 -0.095 5.161
S 0.262 -1.150 8.768
O 0.837 -2.482 8.755
O -1.041 -0.924 9.403
F 1.194 -0.375 9.896

Charge   +1
Gap between HOMO and LUMO   3.295 eV
E_LUMO   -7.0 eV

Atomic partial charges in e from the Mulliken method, atoms 1 to 8: number 1, C, carries -0.39; number 2, C, carries 0.55; number 3, O, carries -0.46; number 4, N, carries 0.01; number 5, H, carries 0.43; number 6, H, carries 0.37; number 7, C, carries -0.69; number 8, H, carries 0.19

Of them, run b has the lowest stability.

Run a
Computed, not measured: CH4O2P2 as an isolated structure, with ωB97M-V/def2-TZVPD.

Atoms and positions in Å:
C 1.200 0.059 -1.343
O -0.205 -1.375 1.004
O -2.313 -0.198 1.719
P -1.351 -0.625 0.505
P 0.432 1.215 -0.399
H 0.827 -0.941 -1.334
H 2.120 0.281 -1.917
H -2.089 -0.544 2.536
H 1.378 2.129 -0.772

Gap between HOMO and LUMO   9.544 eV
E_LUMO   -0.1 eV

Atomic partial charges in e from the Mulliken method, atoms 1 to 8: number 1, C, carries -0.47; number 2, O, carries -0.44; number 3, O, carries -0.41; number 4, P, carries 0.40; number 5, P, carries 0.04; number 6, H, carries 0.30; number 7, H, carries 0.26; number 8, H, carries 0.31

Run b
Computed, not measured: CH4O2P2 in the gas phase, with ωB97M-V/def2-TZVPD.

Atoms and positions in Å:
C -0.409 0.484 -1.295
P -0.825 -0.914 -0.086
O 0.125 -0.624 1.257
P 0.754 0.685 2.089
O 1.298 0.109 3.295
H -0.140 1.328 -0.850
H 0.499 0.201 -1.936
H -1.368 0.468 -1.819
H 0.065 -1.736 -0.654

SMILES   CPOP=O
Gap between HOMO and LUMO   9.231 eV
E_LUMO   -0.3 eV

Atomic partial charges in e from the Mulliken method, atoms 1 to 8: number 1, C, carries -0.93; number 2, P, carries 0.16; number 3, O, carries -0.21; number 4, P, carries 0.44; number 5, O, carries -0.39; number 6, H, carries 0.34; number 7, H, carries 0.28; number 8, H, carries 0.27

Run c
Computed, not measured: a 2-piece molecular cluster, CH4O2P2 overall, with ωB97M-V/def2-TZVPD.

Atoms and positions in Å:
C 0.014 0.069 0.848
O 3.468 2.447 1.949
O 1.666 0.883 1.842
P 2.417 1.988 1.039
P 0.113 1.140 -0.593
H 0.418 -0.935 0.846
H -0.724 0.292 1.601
H -0.987 0.502 -1.201
H 1.056 0.366 -1.285

Gap between HOMO and LUMO   8.113 eV
E_LUMO   -1.3 eV

Atomic partial charges in e from the Mulliken method, atoms 1 to 8: number 1, C, carries -0.11; number 2, O, carries -0.49; number 3, O, carries -0.43; number 4, P, carries 0.39; number 5, P, carries -0.07; number 6, H, carries 0.26; number 7, H, carries 0.29; number 8, H, carries 0.08

Of them, run c has the lowest stability.